[1]
C5H11NO3 | ωB97M-V/def2-TZVPD

```
20
Properties=species:S:1:pos:R:3:forces:R:3:mulliken_charge:R:1
N -1.8353 0.0759 0.7565 0.2 0.2 0.2 -0.482
C -1.3920 -0.7767 -0.3249 -1.2 0.6 -2.4 -0.691
C -1.0952 0.1374 -1.7371 0.3 -1.4 4.0 0.561
O -1.8002 1.0969 -1.8725 -0.2 0.2 -0.7 -0.575
O -0.1441 -0.3134 -2.4649 2.3 -0.7 -0.1 -0.616
H -2.4328 -0.4253 1.4047 0.0 0.1 -0.1 0.203
H -2.3641 0.8519 0.3716 0.0 -0.1 -0.1 0.226
H -2.2110 -1.3418 -0.8048 -0.2 -0.1 0.4 0.396
H -0.7129 -1.5565 0.0096 0.5 0.4 -0.2 0.385
H 0.7887 -0.7216 -1.8106 -2.0 0.9 -0.9 0.510
C 1.3135 1.3467 -0.0855 -0.7 -0.2 -0.4 -1.267
C 1.2908 -0.1292 0.1770 2.2 -0.7 -0.7 0.992
C 1.2793 -0.5425 1.6101 -0.3 -0.3 -0.1 -1.226
O 1.5481 -0.9668 -0.7307 -0.9 1.0 1.2 -0.576
H 2.2411 1.7527 0.3207 0.0 -0.1 0.1 0.462
H 1.2609 1.5617 -1.1497 0.0 0.0 0.0 0.307
H 0.4739 1.8238 0.4150 0.0 0.1 0.1 0.330
H 0.3009 -0.2924 2.0243 -0.1 0.1 0.0 0.328
H 2.0189 0.0251 2.1699 0.1 0.1 0.0 0.421
H 1.4715 -1.6060 1.7214 0.0 0.0 -0.1 0.311
```
Forces are in eV/Å.

Summary:
- multiplicity = 1
- charge = 0
- HOMO-LUMO gap (Eh) = 0.334

[2]
C5H10O2 | ωB97M-V/def2-TZVPD

```
17
Properties=species:S:1:pos:R:3:forces:R:3:mulliken_charge:R:1
C 0.9671 -1.1526 -0.4821 -0.1 0.1 0.1 -0.502
C 0.3924 1.2214 0.0804 -0.3 -0.6 0.2 -0.508
C 1.4920 0.2867 -0.3642 -0.1 0.0 0.0 -0.419
C -0.6653 -0.5366 1.0341 0.3 0.3 -0.5 -0.203
C -1.8371 -0.4001 0.1963 0.1 -0.1 0.1 -0.832
O 0.3196 -1.4341 0.7583 -0.1 0.2 -0.1 -0.411
O -0.6019 1.6190 -0.8506 0.3 0.0 0.2 -0.617
H -1.6638 0.4949 -0.5166 0.1 0.1 0.0 0.247
H 1.7607 -1.8889 -0.6021 0.0 0.0 0.0 0.378
H 0.2695 -1.2358 -1.3212 0.0 0.0 0.1 0.254
H 0.3254 1.5838 1.1058 0.0 0.0 0.0 0.476
H 0.5010 2.2753 -0.5032 -0.2 -0.1 -0.1 0.327
H -0.7217 -0.3220 2.0950 0.0 0.0 0.0 0.517
H 1.8986 0.5994 -1.3284 0.0 0.0 0.0 0.368
H 2.2979 0.3110 0.3729 0.0 0.0 0.0 0.281
H -2.7285 -0.1562 0.7718 0.1 0.0 0.0 0.329
H -2.0060 -1.2651 -0.4462 0.0 0.0 0.0 0.315
```
Forces are in eV/Å.

Summary:
- multiplicity = 1
- charge = 0
- HOMO-LUMO gap (Eh) = 0.312

[3]
C4H6N4 | ωB97M-V/def2-TZVPD

```
14
Properties=species:S:1:pos:R:3:forces:R:3:mulliken_charge:R:1
C -1.7281 -1.0652 0.1798 -0.1 0.0 0.1 -0.023
C -1.0488 1.2469 0.1308 -0.1 0.2 0.2 0.185
C 0.6273 -0.4932 0.7706 0.0 0.0 0.3 -0.747
C -0.6617 -0.1222 0.0452 1.7 -0.8 -4.3 0.818
N -2.5707 -1.8323 0.2608 -0.4 -0.4 0.1 -0.416
N -1.3188 2.3575 0.1660 -0.1 0.6 0.1 -0.408
N 1.6728 0.4473 0.4205 0.1 0.1 0.1 -0.552
N -0.2226 -0.3276 -1.7858 -0.8 -0.2 3.5 -0.672
H 0.4014 -0.5440 1.8520 0.0 0.0 -0.3 0.351
H 0.9224 -1.4901 0.4346 -0.2 0.1 0.0 0.447
H 2.5854 0.0748 0.6530 -0.1 0.1 0.0 0.230
H 1.5541 1.3314 0.9050 0.1 -0.1 -0.1 0.207
H -0.8953 0.2785 -2.2483 0.0 0.2 0.1 0.281
H 0.6826 0.1382 -1.7842 0.0 0.3 0.1 0.297
```
Forces are in eV/Å.

Summary:
- multiplicity = 1
- charge = 0
- HOMO-LUMO gap (Eh) = 0.388

[4]
C43H52BClCsF4N9O3PS | ωB97M-V/def2-TZVPD

```
116
Properties=species:S:1:pos:R:3:forces:R:3:mulliken_charge:R:1
Cs 0.6226 0.7394 -0.3005 -0.4 0.2 -0.2 1.447
C 1.4527 2.7814 3.8817 0.0 0.0 0.0 -0.859
N 1.1853 3.8606 2.9526 0.0 0.0 0.0 -0.130
C 2.2896 4.2993 2.1062 0.0 0.0 0.1 -0.117
C 1.5575 5.1367 1.0733 -0.1 0.0 0.0 -0.871
N 0.2733 4.4575 0.9726 0.0 0.0 0.0 0.729
C -0.7972 5.2569 0.3993 0.1 0.0 0.0 -1.291
C 0.0732 3.7050 2.1265 -0.1 0.0 -0.1 0.023
N -0.8852 2.9246 2.4360 0.1 0.0 0.1 -0.416
C -1.8894 2.5766 1.4562 -0.2 -0.2 0.1 1.396
C -2.2242 1.0856 1.6246 0.2 0.0 0.0 -2.474
N -2.7549 0.4652 0.4317 0.0 0.0 -0.1 -0.044
C -3.7800 0.8977 -0.1846 0.0 0.0 0.2 0.374
N -4.1758 0.3585 -1.3985 0.1 0.0 -0.1 -0.028
C -3.1805 -0.3417 -2.1882 0.0 0.0 0.0 -0.767
C -5.0221 1.3274 -2.0741 0.0 0.0 0.1 -0.533
C -5.7152 1.9744 -0.8865 0.1 0.0 0.0 -0.685
N -4.6898 1.9157 0.1527 0.0 0.0 0.0 0.317
C -5.2113 1.9704 1.5028 0.0 0.0 0.0 -1.182
H 2.3322 3.0314 4.4764 0.0 0.0 0.0 0.311
H 1.6302 1.8343 3.3568 0.0 0.0 0.0 0.217
H 0.5973 2.6457 4.5379 0.0 0.0 0.0 0.368
H 2.7930 3.4412 1.6441 0.0 0.0 0.0 -0.038
H 3.0173 4.8741 2.6803 0.0 0.0 0.0 0.395
H 2.0565 5.1722 0.1050 0.0 0.0 0.0 0.337
H 1.4122 6.1639 1.4374 0.0 0.0 0.0 0.342
H -0.4406 5.6794 -0.5380 0.0 0.0 0.0 0.408
H -1.0845 6.0694 1.0819 0.0 0.0 0.0 0.418
H -1.6697 4.6593 0.1659 0.0 0.0 0.0 0.181
H -1.5639 2.6956 0.4150 0.0 0.1 0.0 -0.585
H -2.7897 3.1873 1.5780 0.0 0.0 -0.1 0.266
H -2.8434 0.8966 2.5107 0.0 0.1 0.1 0.123
H -1.2584 0.6104 1.8452 -0.2 -0.1 0.1 0.633
H -2.6874 -1.0849 -1.5643 0.0 0.0 0.0 0.308
H -2.4255 0.3457 -2.5837 0.0 0.0 0.0 0.226
H -3.6778 -0.8416 -3.0209 0.0 0.0 0.0 0.261
H -5.7218 0.8363 -2.7519 0.0 0.0 0.0 0.420
H -4.4191 2.0548 -2.6252 0.0 0.0 0.0 0.135
H -6.5935 1.3861 -0.5839 0.0 0.0 0.0 0.382
H -6.0275 3.0013 -1.0781 0.0 0.0 0.0 0.372
H -5.8607 2.8423 1.5917 0.0 0.0 0.0 0.369
H -4.4173 2.0722 2.2367 0.0 0.0 0.0 0.334
H -5.8013 1.0758 1.7488 0.0 0.0 0.0 0.380
Cl 3.1809 0.6837 -2.6956 0.1 0.0 0.1 0.039
C 3.0589 0.0606 -4.3100 0.1 0.1 -0.1 0.697
C 4.0720 0.4098 -5.1928 -0.1 -0.1 -0.1 -0.705
C 4.0287 -0.0583 -6.4945 0.0 0.0 0.0 -0.434
C 2.9788 -0.8718 -6.9022 0.0 0.0 0.0 -0.853
C 1.9810 -1.2120 -6.0041 -0.1 0.0 0.0 -0.025
C 1.9948 -0.7546 -4.6852 0.1 0.0 -0.1 -0.881
P 0.6940 -1.1641 -3.4570 -0.1 -0.1 0.1 1.160
C -0.6761 -1.6858 -4.5589 0.1 0.1 -0.1 -0.011
C -1.4274 -0.6553 -5.1300 0.0 0.0 0.0 -0.542
C -2.4711 -0.9452 -5.9957 0.0 0.0 0.0 -0.519
C -2.7936 -2.2649 -6.2865 0.0 0.0 0.0 -0.565
C -2.0591 -3.2941 -5.7147 0.0 0.1 0.0 -0.645
C -0.9993 -3.0051 -4.8624 0.0 0.0 0.0 -0.148
C 1.3146 -2.7673 -2.8171 0.1 0.0 0.0 0.853
C 2.6029 -3.2528 -3.0293 0.0 0.0 0.0 -0.790
C 3.0257 -4.4250 -2.4163 -0.1 0.0 0.0 -0.683
C 2.1644 -5.1319 -1.5879 0.1 0.1 -0.1 -0.649
C 0.8815 -4.6514 -1.3660 0.0 0.1 0.0 -0.679
C 0.4647 -3.4731 -1.9659 0.0 -0.1 0.1 -0.330
H 4.8753 1.0469 -4.8502 0.0 0.0 0.0 0.473
H 4.8119 0.2166 -7.1895 0.0 0.0 0.0 0.351
H 2.9370 -1.2386 -7.9196 0.0 0.0 0.0 0.404
H 1.1608 -1.8428 -6.3252 0.0 0.0 0.0 0.408
H -1.2023 0.3752 -4.8788 0.0 0.0 0.0 0.274
H -3.0429 -0.1334 -6.4281 0.0 0.0 0.0 0.436
H -3.6182 -2.4891 -6.9520 0.0 0.0 0.0 0.348
H -2.3071 -4.3253 -5.9343 0.0 0.0 0.0 0.402
H -0.4267 -3.8135 -4.4261 0.0 0.0 0.0 0.420
H 3.2926 -2.7181 -3.6712 0.0 0.0 0.0 0.349
H 4.0357 -4.7786 -2.5810 0.0 0.0 0.0 0.401
H 2.4978 -6.0409 -1.1035 0.0 0.0 0.0 0.358
H 0.2068 -5.1762 -0.7008 0.0 0.0 0.0 0.436
H -0.5223 -3.0850 -1.7422 0.0 0.0 0.0 0.383
F -1.1580 4.1966 -3.7448 0.0 0.0 0.0 -0.324
B -1.0815 3.1922 -2.7829 0.0 -0.1 0.0 -0.289
F -2.3151 3.0651 -2.1040 0.0 0.0 0.0 -0.293
F -0.0723 3.4809 -1.8394 0.1 0.0 0.0 -0.081
F -0.7595 1.9485 -3.3835 0.0 0.0 -0.1 -0.011
N -0.4145 -1.9766 0.7319 -0.2 -0.2 0.0 -0.381
C -0.5858 -2.4344 1.7816 0.3 0.2 0.0 0.031
N -0.7579 -2.9575 2.9819 -0.1 -0.2 -0.1 0.173
C 0.2147 -3.9614 3.4588 -0.2 0.1 0.0 -0.426
C -0.2444 -4.4549 4.8281 0.1 0.0 0.1 -0.696
C -1.7643 -4.5691 4.8752 0.0 0.0 0.0 -0.726
C -2.4085 -3.1747 4.7693 0.0 0.0 0.0 -0.780
C -1.5026 -2.2134 3.9969 0.1 0.1 0.1 -0.081
H 1.2065 -3.5158 3.5151 0.1 0.0 0.0 0.039
H 0.2115 -4.7845 2.7409 0.0 0.0 0.0 0.492
H 0.0997 -3.7629 5.6013 0.0 0.0 0.0 0.293
H 0.2317 -5.4155 5.0326 0.0 0.0 0.0 0.456
H -2.0929 -5.0678 5.7884 0.0 0.0 0.0 0.381
H -2.0941 -5.1922 4.0393 0.0 0.0 0.0 0.302
H -2.5816 -2.7630 5.7665 0.0 0.0 0.0 0.399
H -3.3808 -3.2503 4.2787 0.0 0.0 0.0 0.286
H -0.7902 -1.7217 4.6656 0.0 0.0 0.0 0.233
H -2.0691 -1.4294 3.4976 0.0 0.0 0.0 -0.016
O 1.9457 -1.4403 4.3473 -0.1 -0.1 0.0 -0.710
C 2.7041 -0.8292 3.5976 -0.1 -0.1 -0.1 0.279
N 2.7430 -0.9122 2.2472 0.2 0.1 0.2 -0.505
S 3.8478 0.0721 1.6274 -0.3 0.2 0.3 1.191
O 3.1942 1.1499 0.8941 0.3 0.0 -0.1 -0.651
O 4.9173 -0.5962 0.9402 0.1 -0.1 -0.1 -0.821
C 4.4361 0.7585 3.1540 0.0 0.0 0.0 0.205
C 5.3731 1.7414 3.4035 0.0 0.0 0.0 -0.487
C 5.5683 2.1104 4.7310 -0.1 -0.1 0.0 -0.507
C 4.8393 1.5041 5.7548 0.0 0.0 -0.1 -0.548
C 3.8973 0.5191 5.4739 0.1 0.1 0.1 -0.410
C 3.7072 0.1582 4.1548 0.0 0.0 0.0 0.121
H 5.9263 2.2074 2.5983 0.0 0.0 0.0 0.474
H 6.2905 2.8792 4.9760 0.0 0.0 0.0 0.379
H 5.0083 1.8141 6.7786 0.0 0.0 0.0 0.370
H 3.3104 0.0463 6.2510 0.0 0.0 0.0 0.454
```
Forces are in eV/Å.

Summary:
- multiplicity = 1
- charge = -1
- HOMO-LUMO gap (Eh) = 0.285

What ΔE to the lowest compared entry with this formula, charge and spin values result from the calculations? In sequence: 171.2 589.6 247.3 0.0 kJ/mol.